Computed, not measured: a single C6H11NS molecule at a distorted geometry, with the ωB97M-V functional and the def2-TZVPD basis.

```
19
Properties=species:S:1:pos:R:3:forces:R:3:nbo_charge:R:1
C 0.375384 -0.847918 0.524008 5.2 -0.4 -3.3 -0.039
C 0.180570 0.595081 0.144619 -1.3 -0.9 0.4 -0.247
C -1.023342 0.598092 1.119730 -0.1 -0.4 0.1 -0.172
C 1.469819 -1.770189 0.130049 -0.2 0.4 0.5 -0.638
C 1.301036 1.576192 0.438126 0.0 -0.2 0.3 -0.603
C -2.888911 -0.158749 -0.783487 0.3 0.4 0.3 -0.742
N -0.627835 -1.092315 1.276878 -4.5 2.0 1.9 -0.255
S -2.646403 1.024451 0.580162 0.2 -0.7 0.2 0.312
H -0.144405 0.705587 -0.892975 -0.2 0.2 -0.2 0.190
H -0.832064 1.044563 2.087799 0.0 0.2 0.0 0.231
H 2.129380 -1.919982 0.984467 0.5 -0.3 0.0 0.200
H 2.047912 -1.355621 -0.693701 0.0 0.0 0.0 0.215
H 1.067557 -2.741917 -0.148941 0.0 -0.3 -0.2 0.207
H 1.532939 1.578416 1.500600 0.1 0.0 0.1 0.211
H 1.016189 2.583421 0.140839 -0.1 0.1 -0.1 0.212
H 2.196235 1.290178 -0.111850 0.0 0.0 0.0 0.220
H -2.760539 -1.159352 -0.383533 0.0 -0.1 0.0 0.246
H -2.174676 0.034509 -1.576497 0.0 -0.1 -0.1 0.218
H -3.901031 -0.012770 -1.148339 0.0 0.0 0.0 0.233
```
Forces are in eV/Å.

Values from the calculation:
Strongest force on any atom, eV Å⁻¹: 6.203
Expectation value of S²: 2.0085
Multiplicity: 3
Energy above the lowest of the compared OMol25 structures with the same formula, charge and spin, eV: 1.270
Electronic energy, hartree: -687.9408
HOMO-LUMO gap (alpha / beta), eV: 5.3 / 7.1
LUMO level (alpha / beta), eV: 0.854 / -2.187

=====

Computed, not measured: C11H29BF4N2O11P3Se2Yb as an isolated structure at a distorted geometry, with the ωB97M-V functional and the def2-TZVPD basis.

```
64
Properties=species:S:1:pos:R:3:forces:R:3:nbo_charge:R:1
Yb -13.759747 4.017789 7.341860 -0.1 -0.7 -0.5 1.520
C -18.492024 1.558676 8.900908 0.8 -0.4 -0.2 -0.636
C -17.289654 2.437009 8.811810 1.1 1.0 -1.2 -0.474
O -17.219851 3.456477 9.819072 0.0 0.0 0.3 -0.731
P -15.726453 1.515843 8.825591 0.9 0.0 -0.7 2.398
O -15.524483 0.738317 10.207304 0.3 0.6 1.1 -1.005
O -15.795551 0.440957 7.796806 0.0 -0.2 -1.1 -1.181
O -14.583049 2.528313 8.702385 -0.3 -0.5 0.7 -1.185
P -17.365722 3.446953 7.214391 0.0 0.6 0.6 2.378
O -17.582592 2.421355 5.983649 -0.3 0.3 0.4 -0.994
O -18.489218 4.396208 7.374380 -0.2 -0.4 -0.3 -1.140
O -15.981262 4.075424 7.088126 0.2 0.0 -0.1 -1.198
H -18.478307 1.068549 9.846219 -0.2 -0.8 0.8 0.203
H -18.479313 0.850941 8.063749 0.1 0.0 0.4 0.243
H -19.352707 2.153651 8.831716 -1.4 0.9 -0.1 0.222
H -16.599177 4.135129 9.485946 -0.4 -0.5 0.2 0.486
H -14.884631 1.229639 10.761540 -0.4 -0.2 -0.3 0.516
H -14.777466 0.903792 6.508112 -0.3 -0.5 0.4 0.556
H -16.721694 2.158657 5.654331 0.4 -0.2 -0.3 0.509
O -9.637329 4.570951 4.330092 -0.4 -0.2 1.2 -0.773
C -10.279740 5.491383 3.477335 0.1 0.0 -0.3 -0.049
C -11.745290 5.806887 3.753172 -1.2 0.0 0.6 -0.156
C -12.312364 6.669890 2.597774 0.2 -0.5 -1.2 -0.042
O -13.697285 7.001619 2.667159 0.3 -0.5 0.7 -0.789
C -12.537794 4.485568 3.803913 -0.3 0.5 1.0 -0.538
Se -14.333472 4.681194 4.686464 0.4 -0.6 -0.4 -0.425
C -11.917522 6.714345 5.005480 1.6 -1.4 0.4 -0.515
Se -11.444560 5.874260 6.804756 -0.3 0.3 -1.0 -0.490
H -9.870894 4.856484 5.257875 0.2 -0.3 -0.8 0.491
H -10.138513 5.108060 2.461012 -0.2 0.0 0.0 0.162
H -9.729172 6.402918 3.565940 0.4 1.1 -0.3 0.147
H -12.179222 6.105170 1.613147 0.3 0.6 1.0 0.143
H -11.746080 7.620898 2.573083 -0.1 -0.3 -0.2 0.156
H -14.106502 6.355594 3.310078 0.1 0.6 -0.5 0.490
H -12.013070 3.668199 4.305947 0.1 0.4 0.0 0.225
H -12.689665 4.190818 2.788882 -0.3 -0.4 -0.8 0.196
H -12.894666 7.126613 5.048582 -0.8 0.2 0.1 0.219
H -11.192055 7.502250 4.878556 0.2 0.5 0.1 0.187
N -11.726497 2.428824 6.875438 -1.0 0.6 0.2 -0.671
N -11.890270 1.596238 5.780515 0.5 -0.3 -0.3 -0.482
C -13.048676 0.888486 5.616645 1.2 -1.5 -0.4 0.892
O -13.052246 -0.190853 5.055472 -0.2 0.1 -0.2 -0.666
O -14.059176 1.482533 6.146300 -1.2 1.5 0.5 -0.695
H -11.073998 3.135445 6.627952 0.6 1.0 -0.2 0.405
H -11.414266 1.992391 7.733198 0.0 -0.5 0.1 0.394
H -11.065326 1.126649 5.461360 0.1 -0.3 -0.2 0.376
C -14.299394 8.067497 7.380772 -2.0 -0.1 1.0 -0.929
P -14.380689 6.552607 8.426360 -0.8 0.6 1.0 0.881
C -13.405053 7.048181 9.908488 -0.1 -1.5 0.5 -0.953
C -16.125150 6.722348 9.134510 2.0 0.9 -0.5 -0.918
H -14.805867 8.876972 7.982736 0.7 -0.5 -0.7 0.205
H -14.927191 7.855361 6.506119 0.3 0.2 0.0 0.250
H -13.293088 8.285604 7.110652 0.7 0.2 -0.2 0.251
H -13.819342 7.855624 10.517317 0.0 0.2 -0.4 0.207
H -12.406436 7.243082 9.520860 0.2 0.1 0.3 0.259
H -13.358407 6.153265 10.598302 0.2 0.8 -0.8 0.252
H -16.200949 7.740621 9.505102 -0.2 0.3 -0.2 0.199
H -16.166849 6.125720 10.020237 -0.4 -0.9 0.3 0.222
H -16.813431 6.521710 8.337657 -0.7 -0.4 0.0 0.266
F -12.231025 3.958261 9.026943 0.1 0.0 0.5 -0.564
B -11.676162 3.354635 10.287295 -0.3 1.1 -0.2 1.373
F -10.933247 4.368291 10.894601 -0.2 -0.3 0.0 -0.561
F -10.869754 2.318061 9.889616 0.2 -0.6 -0.2 -0.562
F -12.762224 2.959249 11.044235 0.1 -0.1 0.2 -0.556
```
Forces are in eV/Å.

Values from the calculation:
Strongest force on any atom, eV Å⁻¹: 2.231
Total charge: -2
Expectation value of S²: 0.7508
Multiplicity: 2
Energy above the lowest of the compared OMol25 structures with the same formula, charge and spin, eV: 0.058
Electronic energy, hartree: -8784.4121
HOMO-LUMO gap (alpha / beta), eV: 7.0 / 7.0
LUMO level (alpha / beta), eV: 4.547 / 4.547